(1)
C20H34I2MgO2SSeSi2Te | ωB97M-V/def2-TZVPD

```
64
Properties=species:S:1:pos:R:3:forces:R:3
Mg -0.148 -0.220 2.188 1.10 0.67 0.12
C 3.970 -1.083 1.978 -0.23 -0.35 1.00
Si 2.834 -2.285 1.141 -0.62 0.68 -0.61
C 3.449 -3.992 0.795 0.12 -0.63 -0.23
C 2.695 -1.407 -0.531 0.36 -2.08 -0.87
Se 0.801 -2.512 2.051 -0.51 0.10 0.24
H 4.715 -0.887 1.236 0.69 0.38 -0.51
H 4.493 -1.426 2.882 -0.34 0.24 -0.07
H 3.392 -0.162 2.164 0.35 -0.46 0.03
H 3.047 -4.311 -0.195 0.31 0.15 0.69
H 3.157 -4.746 1.552 0.30 0.44 -0.38
H 4.542 -3.907 0.723 -0.11 -0.40 -0.04
H 3.657 -1.535 -1.106 -0.83 0.39 0.56
H 2.480 -0.380 -0.330 -0.25 0.84 -0.24
H 1.908 -1.935 -1.128 0.42 0.76 0.37
O -2.096 -0.305 1.933 -0.57 -0.27 -0.20
S -3.083 0.517 1.121 0.45 0.18 -0.51
C -2.020 1.580 0.164 -0.72 1.19 0.36
C -2.319 2.947 0.220 0.79 0.01 -1.05
C -1.470 3.869 -0.414 0.39 -1.06 0.07
C -0.263 3.427 -0.960 -1.04 -1.19 0.56
C -0.017 2.058 -1.027 0.02 0.40 -0.05
C -0.910 1.143 -0.526 0.70 -2.05 -0.65
C -3.692 -0.460 -0.264 0.17 -1.02 0.08
C -4.142 0.180 -1.408 0.18 0.21 -0.28
C -4.538 -0.573 -2.500 -1.65 0.09 -1.01
C -4.661 -1.963 -2.438 0.97 -0.26 0.54
C -4.166 -2.608 -1.333 0.34 0.74 1.17
C -3.706 -1.840 -0.246 0.33 -1.49 0.02
H -3.250 3.294 0.619 -0.31 0.05 0.49
H -1.742 4.895 -0.497 -0.14 0.60 0.24
H 0.491 4.055 -1.336 0.51 1.06 -0.46
H 0.872 1.672 -1.495 0.22 0.11 -0.13
H -0.657 0.064 -0.794 -0.71 1.23 0.94
H -4.119 1.259 -1.438 -0.05 0.08 -0.29
H -4.934 -0.104 -3.418 0.48 0.07 0.68
H -4.982 -2.648 -3.193 -0.40 0.43 -0.98
H -4.072 -3.691 -1.268 -0.26 0.28 -0.06
H -3.309 -2.473 0.537 0.17 0.65 0.55
C -2.684 -3.017 -7.375 0.77 -2.16 -0.55
Te -2.166 -4.316 -5.644 -0.60 0.48 -1.00
C -1.740 -2.595 -4.510 1.04 0.28 0.26
H -2.733 -2.029 -6.954 -0.21 0.27 -0.26
H -3.564 -3.388 -7.931 0.16 0.51 0.71
H -1.829 -3.200 -8.059 -0.46 0.71 0.47
H -0.811 -2.793 -3.975 -0.02 0.09 0.04
H -2.503 -2.406 -3.782 -0.42 0.23 0.21
H -1.562 -1.717 -5.147 -0.19 -0.39 0.13
I 4.525 -1.546 6.995 -0.03 -0.24 -0.11
I 4.612 0.965 7.765 0.00 0.26 0.07
C 2.025 4.019 1.703 -0.78 -1.86 -1.37
Si 1.732 2.619 2.985 -0.99 1.29 -0.48
C 3.363 2.035 3.583 1.20 0.33 -1.04
C 0.904 3.400 4.507 0.74 -0.27 0.91
O 0.778 1.456 2.391 -0.37 -0.83 -0.06
H 2.551 4.808 2.169 0.70 1.00 0.42
H 1.077 4.417 1.253 0.81 -0.35 0.41
H 2.663 3.571 0.871 -0.73 0.71 0.86
H 3.841 2.793 4.231 -0.13 -0.52 -0.25
H 4.065 1.699 2.771 -0.56 0.48 0.84
H 3.068 1.166 4.126 0.24 -0.85 0.90
H 1.535 4.106 5.124 -0.58 -0.50 -0.90
H 0.677 2.572 5.210 -0.07 0.30 -0.32
H -0.034 3.871 4.235 -0.19 0.20 0.06
```
Positions in Å, forces in eV/Å.

Calculated values
Kohn-Sham gap   0.23685 Eh
F_max   2.4 eV/Å
Relative energy (zero: lowest compared OMol25 entry of this formula, charge and spin)   36.9 kcal/mol
HOMO level   -7.706 eV
Calculated total energy   -146267.131 eV



(2)
C20H34N2O4PS | ωB97M-V/def2-TZVPD

```
62
Properties=species:S:1:pos:R:3:forces:R:3
C 0.988 5.692 -0.906 -0.76 -0.18 -0.20
C 1.532 4.793 -0.342 0.35 0.18 0.08
C 2.159 3.672 0.324 0.04 -0.38 -0.14
C 1.297 2.441 0.112 0.25 0.29 0.45
C 1.693 1.504 -0.874 -0.35 0.13 -0.31
P 3.192 1.646 -1.946 0.76 -0.16 0.16
C 3.053 3.268 -2.811 -0.63 -0.62 -0.05
C 2.713 0.512 -3.305 -0.48 0.62 0.17
N 1.019 0.384 -1.029 -0.01 0.25 -0.06
N -0.051 0.191 -0.282 -0.74 -0.58 0.12
C -0.695 -1.126 -0.518 0.43 -0.63 0.00
C -0.293 -2.160 0.531 0.02 0.18 -0.18
C 1.191 -2.546 0.477 -0.11 0.08 1.06
O 1.658 -2.742 1.821 -0.03 -0.18 -0.19
C -0.569 1.032 0.613 0.70 0.65 0.29
C -1.854 0.706 1.291 -0.66 0.36 -0.96
C -3.120 0.964 0.355 0.52 0.13 -0.06
C -4.202 1.816 1.032 0.27 -0.26 -0.56
C -2.794 1.599 -1.000 -0.23 -0.11 0.02
C 0.157 2.231 0.869 0.14 -0.31 -0.70
C -0.256 3.220 1.930 -0.29 -0.80 0.33
C -1.558 3.976 1.669 0.46 0.04 -0.36
O -1.768 4.513 0.626 -0.24 0.02 -0.08
O -2.403 4.061 2.704 -0.15 -0.15 -0.05
H 0.269 6.290 -1.407 0.19 0.48 -0.09
H 3.159 3.492 -0.061 0.13 -0.05 -0.07
H 2.286 3.884 1.378 0.08 -0.03 0.28
H 3.690 3.197 -3.686 0.31 -0.02 0.00
H 3.360 4.098 -2.196 0.06 0.23 0.06
H 2.041 3.402 -3.183 -0.15 0.29 0.04
H 1.705 0.769 -3.626 -0.17 -0.19 -0.05
H 3.360 0.708 -4.152 0.35 -0.15 -0.02
H 2.753 -0.522 -2.994 0.09 -0.18 -0.05
H -0.326 -1.497 -1.467 0.11 0.30 -0.28
H -1.764 -1.010 -0.627 -0.17 0.19 0.21
H -0.914 -3.034 0.352 -0.04 -0.18 -0.01
H -0.490 -1.841 1.550 -0.11 0.19 0.12
H 1.814 -1.773 0.035 -0.08 -0.01 -0.49
H 1.285 -3.488 -0.045 0.25 -0.09 -0.31
H 2.214 -1.998 2.059 0.08 -0.03 0.08
H -1.889 -0.333 1.581 0.13 -0.16 0.29
H -1.940 1.318 2.175 0.00 0.06 0.29
H -3.521 -0.020 0.134 -0.18 -0.18 0.15
H -5.161 1.516 0.624 -0.26 -0.09 0.22
H -4.196 1.737 2.112 -0.19 -0.04 0.18
H -4.074 2.847 0.723 0.11 0.34 0.29
H -3.736 1.747 -1.519 -0.12 0.05 -0.13
H -2.188 0.974 -1.652 0.16 -0.08 -0.02
H -2.335 2.579 -0.907 0.14 0.13 0.09
H 0.524 3.953 2.049 0.03 0.41 0.01
H -0.303 2.697 2.886 -0.01 -0.10 0.09
H -2.184 3.386 3.356 -0.02 0.21 0.27
C -0.705 -7.498 0.969 -0.08 -0.07 -0.05
S 0.473 -6.234 0.483 0.04 -0.04 0.23
O 0.129 -5.805 -0.902 -0.01 0.09 -0.02
C 1.888 -7.332 0.373 0.07 -0.06 -0.07
H -1.684 -7.032 1.056 0.02 0.04 -0.01
H -0.737 -8.280 0.210 0.02 0.03 -0.03
H -0.412 -7.914 1.933 0.02 0.03 0.01
H 1.680 -8.124 -0.346 -0.04 0.03 -0.02
H 2.095 -7.753 1.357 -0.01 0.03 0.02
H 2.743 -6.748 0.040 -0.02 0.04 0.01
```
Positions in Å, forces in eV/Å.

Calculated values
Kohn-Sham gap   0.25844 Eh
F_max   1.2 eV/Å
Net charge   +1
HOMO level   -10.979 eV
Calculated total energy   -52576.482 eV